(1)
{
  "formula": "C20H27Cl47N",
  "method": "ωB97M-V/def2-TZVPD",
  "total_charge": 1,
  "spin_multiplicity": 1,
  "homo_lumo_gap_ev": 9.92,
  "homo_ev": -12.3,
  "symbols": ["Cl", "Cl", "Cl", "H", "H", "C", "Cl", "H", "C", "Cl", "C", "Cl", "C", "Cl", "H", "H", "C", "Cl", "C", "H", "C", "H", "Cl", "C", "Cl", "Cl", "H", "H", "H", "C", "C", "H", "H", "C", "H", "Cl", "Cl", "H", "Cl", "C", "Cl", "H", "Cl", "Cl", "C", "Cl", "Cl", "Cl", "Cl", "Cl", "Cl", "Cl", "Cl", "H", "H", "H", "Cl", "Cl", "Cl", "Cl", "Cl", "Cl", "Cl", "H", "C", "N", "H", "Cl", "Cl", "H", "C", "H", "H", "Cl", "Cl", "Cl", "Cl", "Cl", "H", "H", "Cl", "Cl", "Cl", "Cl", "C", "C", "Cl", "Cl", "C", "H", "H", "C", "Cl", "Cl", "C"],
  "coordinates": [[-0.59379, 1.45621, -5.86783], [-6.70075, -1.61050, 7.83028], [-1.05705, -4.77398, -6.54431], [1.52252, 6.16825, 2.64320], [2.20555, -0.70909, -1.84414], [3.23705, 5.76135, -2.34992], [-3.66557, -7.57492, 6.38982], [1.17537, -4.90519, -5.84479], [0.15290, 2.90429, -6.55985], [-2.15668, -9.29186, -7.92852], [-2.95759, 0.09906, 0.23308], [-3.39162, -1.61566, 9.00105], [-7.03705, -0.23441, -1.03969], [-0.78106, -7.71846, 6.72458], [0.32776, -1.25420, -3.44148], [-5.22030, -0.46500, 6.41340], [-3.22153, -2.51129, 5.52132], [-1.67396, 1.29287, -0.00979], [-2.98845, -8.28855, -6.73708], [5.53471, 0.60582, -2.93089], [0.36388, -0.36899, -2.77473], [-3.91019, 0.56722, 0.00073], [3.64258, 2.90747, 2.20432], [7.20892, 4.24718, -5.42507], [7.44726, 2.66354, -6.17238], [0.68388, 8.32900, 2.95169], [4.27125, 0.31713, -1.68897], [-2.00986, -6.36020, 5.26359], [4.37037, -0.47846, -4.63623], [4.85759, -0.16037, -2.50053], [-2.09900, -7.38746, 5.59450], [1.97447, -0.19367, -4.49703], [-3.91159, -8.78429, -6.45932], [-10.78192, -1.12589, 2.79080], [0.88484, 1.93991, -1.94548], [2.96892, 1.92405, -4.06058], [-1.04207, 3.85680, -7.43882], [-0.09699, 0.50876, -3.26142], [-1.96560, -3.67080, 5.07971], [0.43625, -4.11247, -5.88076], [7.58199, 4.17354, -3.69225], [7.89614, 4.94652, -5.88777], [3.53447, -2.43448, -3.53779], [9.21982, 2.33605, 4.23562], [2.58649, 0.21946, -3.66493], [3.25276, 7.27172, 3.78864], [-3.00299, -0.43621, 1.91303], [-5.76822, 0.96743, -1.32173], [4.91114, 5.16031, -2.39960], [2.58590, 7.41199, 0.95990], [-2.74763, -0.87395, 5.04915], [5.56334, 4.82188, -5.72023], [-10.44328, -0.46723, 1.18501], [-3.33899, -2.53458, 6.59922], [-7.99570, 0.22590, -1.25271], [0.91869, 2.58810, -7.25963], [5.31441, 3.12878, -0.16075], [-5.20916, 0.83512, 8.36847], [-2.08222, -4.17496, 8.52223], [-7.20262, 0.77339, 6.25171], [6.45713, 2.23727, 2.36023], [-7.02375, -0.74743, 0.64931], [1.06004, -2.81527, -6.90954], [1.26113, 0.90400, -0.56241], [1.95609, 7.15685, 2.59230], [1.77714, 0.03321, -2.40700], [2.80776, 5.54991, -3.32357], [-2.00155, -8.10213, -5.28189], [-6.83294, -1.61946, -2.11628], [10.54068, 3.72788, 2.88347], [3.90213, -0.66850, -3.64737], [4.77911, 1.21505, 1.08278], [-11.08302, -2.16100, 2.67688], [-2.73502, -1.27902, -0.85462], [0.17725, -3.52028, -4.23136], [-3.39429, -6.71027, -7.42667], [-12.10481, -0.24423, 3.55913], [0.92338, 3.87739, -5.29886], [2.61739, 1.76068, -1.32477], [-0.23705, -0.60639, -1.86568], [8.46990, 4.82895, 2.93654], [-2.02949, -2.98372, 11.17428], [-1.98707, -8.43827, 4.17754], [-4.76621, -2.94832, 4.78250], [1.65996, 1.25578, -1.54425], [-2.97003, -3.18874, 9.69459], [10.55368, 4.81407, 4.96089], [3.21659, 7.50917, -2.10176], [5.01767, 2.24130, 1.34061], [-3.89041, -3.70511, 9.94440], [5.44742, -1.01374, -2.10830], [9.79587, 3.90417, 3.65109], [2.20970, 5.02212, -1.11163], [-9.33089, -1.07704, 3.80056], [-5.98057, -0.15848, 7.12293]],
  "forces_ev_per_angstrom": [[0.0721, -0.0555, -0.0011], [0.0058, 0.0693, -0.0784], [0.3737, 0.1435, 0.1781], [0.0298, -0.0598, 0.0079], [0.0326, -0.0115, -0.2662], [0.1257, 0.3291, -0.0230], [0.0851, 0.0728, -0.0545], [-0.0310, 0.0838, 0.0471], [-0.1220, 0.2453, -0.1684], [-0.0883, 0.0695, 0.0916], [-0.0975, -0.2433, 0.3578], [0.1766, -0.2186, 0.2068], [-0.0056, -0.3249, 0.1810], [-0.0584, 0.0760, -0.0569], [0.4347, 0.7506, 0.3947], [-0.0423, 0.0292, 0.0350], [-0.0855, -0.1499, -0.1214], [0.0424, 0.1242, -0.0390], [0.1559, -0.0447, -0.0668], [-0.3855, -0.4493, 0.4049], [-0.9401, -0.3423, 0.2166], [0.3018, -0.1200, 0.0365], [-0.2357, 0.1045, 0.0358], [-0.0174, -0.1166, 0.0542], [0.0071, 0.0727, 0.0391], [-0.0001, -0.0946, -0.0207], [0.4786, -0.3615, -0.2943], [-0.0386, -0.0796, 0.0193], [-0.3037, -0.3963, 0.6495], [-0.1873, -0.5087, -0.6520], [-0.0210, -0.1382, 0.0538], [0.2332, 0.6010, 0.5817], [0.0605, 0.0601, -0.0181], [-0.0105, 0.1116, 0.0883], [0.8474, -0.3613, -0.0557], [0.1045, -1.2585, 0.4933], [0.1494, -0.1361, 0.0993], [0.3008, -0.5011, 0.1217], [0.0291, 0.1064, -0.0874], [-0.2460, -0.0267, -0.3295], [0.1201, -0.0387, -0.2743], [-0.0492, -0.0415, 0.0591], [-0.1558, 0.9288, 0.1441], [0.0712, 0.0324, -0.0337], [0.7765, -1.5805, -1.4763], [-0.0850, -0.1198, -0.0892], [0.0363, 0.0934, -0.3039], [-0.2869, 0.2057, -0.2806], [-0.7319, 0.2763, 0.1012], [-0.0565, 0.1480, 0.4920], [-0.0121, -0.0423, 0.2492], [0.1091, -0.0190, -0.0622], [-0.1657, -0.0446, 0.0320], [0.0437, 0.0045, -0.0750], [0.0962, 0.0169, 0.0055], [-0.0416, 0.0016, 0.0788], [-0.1397, -0.2363, 0.2051], [-0.1525, 0.1064, -0.1970], [-0.1058, 0.0238, 0.0814], [0.1126, -0.0672, 0.0001], [-0.2913, -0.1600, -0.1713], [0.1290, 0.0525, -0.1274], [0.0534, -0.0040, 0.0866], [0.2517, 0.1307, -0.7282], [0.1258, 0.3710, 0.0616], [-0.7555, 0.7184, -0.1386], [-0.0392, 0.0224, 0.1038], [-0.0918, -0.0359, -0.0281], [-0.0239, 0.1382, 0.0478], [-0.0646, -0.0042, 0.0573], [0.3354, 1.7426, 0.3860], [0.0564, 0.0514, 0.0265], [0.0317, 0.0789, -0.0083], [-0.0731, 0.0620, -0.0158], [-0.0652, -0.2789, 0.0309], [-0.1972, -0.1603, -0.0266], [0.0929, -0.0960, -0.0623], [-0.3397, 0.3055, -0.1898], [-0.4404, -0.2877, -0.5732], [0.7323, 0.2894, -0.4868], [0.2054, 0.0740, 0.0289], [-0.1109, -0.0181, -0.1265], [-0.0003, 0.0880, 0.0542], [0.0777, 0.0509, 0.0582], [-0.5487, 0.2515, 1.7484], [0.1776, -0.0251, 0.0988], [-0.0264, -0.0884, -0.1165], [0.1475, -0.0208, -0.3596], [0.3937, -0.1948, 0.0754], [0.0608, 0.0449, -0.0406], [-0.3142, 0.6728, -0.1725], [-0.0227, 0.1435, 0.1225], [0.2168, -0.6335, -0.3813], [-0.0500, -0.0304, -0.0495], [-0.1468, 0.0518, 0.0991]]
}

***

(2)
{
  "formula": "C20H27ClCrNO2P",
  "method": "ωB97M-V/def2-TZVPD",
  "total_charge": 0,
  "spin_multiplicity": 5,
  "de_lowest_kcal_mol": 15.3,
  "homo_lumo_gap_ev": [6.51, 6.17],
  "homo_ev": [-7.0, -7.0],
  "s_squared": 6.085,
  "symbols": ["H", "H", "H", "H", "H", "H", "H", "P", "H", "C", "C", "C", "C", "H", "C", "O", "H", "H", "O", "C", "H", "N", "C", "C", "H", "H", "C", "C", "H", "C", "C", "C", "Cr", "H", "Cl", "H", "H", "C", "C", "H", "H", "C", "H", "H", "C", "H", "C", "C", "H", "H", "H", "C", "H"],
  "coordinates": [[2.67988, 1.52312, -1.57311], [-0.43675, -2.84650, 4.33209], [1.86643, -1.42594, -2.94635], [-0.11078, -2.18845, 6.71619], [0.29138, -1.99978, -3.56801], [-0.33293, 1.28802, 3.15922], [0.12703, 1.94568, 5.50371], [0.53361, 2.50684, -0.89751], [0.34062, 4.61393, 0.24697], [-2.12131, 1.28266, -3.63588], [1.77092, 1.86936, -2.07630], [-0.25731, 0.52468, 3.93696], [-0.79857, 2.77642, -2.14632], [2.01589, 2.65582, -2.80767], [-0.42564, -0.82531, 3.61774], [-1.32046, -0.48766, 1.44621], [1.26932, 4.79801, -1.29661], [-0.45260, -3.92962, -0.69717], [-0.31172, -2.46835, 1.92208], [-1.34886, 0.40419, -1.49983], [1.53654, -3.07026, 0.18903], [0.85158, -2.83218, -1.78447], [-1.65019, -0.89346, -1.92253], [-0.50525, -3.19928, -1.51625], [-3.08913, -0.15027, -4.93709], [-0.36496, 3.19715, -3.06305], [-1.46292, -2.08781, -1.02740], [-0.33108, -1.80189, 4.60532], [-2.45358, -2.55901, -0.91182], [-2.23117, -1.08961, -3.19725], [-1.42726, 1.43816, -2.43752], [-2.53613, 0.00493, -4.01229], [-1.03276, 1.21764, 0.47278], [1.73780, -3.02684, -3.68963], [0.42370, 0.35938, 7.86669], [1.36891, 1.01171, -2.62811], [-1.54662, 3.46501, -1.73011], [1.20473, -2.29862, -3.05497], [0.01253, 0.89573, 5.25382], [1.67433, 0.85051, 1.43254], [2.66224, -2.19895, -0.91471], [-0.11441, -1.44133, 5.93164], [2.49877, -3.94475, -1.02333], [-2.31384, 2.18081, -4.22852], [1.92057, -3.01697, -0.83884], [2.02695, 4.05103, 0.17010], [0.10699, -0.09218, 6.24853], [-0.67537, -1.32477, 2.22456], [-0.93485, -3.64025, -2.43447], [-1.10426, -1.76575, -0.03445], [-2.49511, -2.11313, -3.48453], [1.09833, 4.16405, -0.41142], [1.00334, 0.72186, 1.20265]],
  "forces_ev_per_angstrom": [[-0.0644, 0.1679, -0.1033], [-0.0468, 0.1824, -0.0329], [-0.1178, 0.0234, -0.1086], [0.1197, 0.0727, -0.0363], [0.1694, 0.1355, -0.1727], [-0.0009, -0.1677, 0.2841], [0.0915, -0.1725, 0.0977], [-1.0966, 0.2822, -0.8563], [0.2339, -0.0627, -0.2823], [0.2700, -0.1846, -0.0196], [0.5630, -0.2882, 0.1540], [-0.1252, -0.4860, 0.3874], [-0.1027, 0.4975, 0.3724], [-0.0241, -0.1544, 0.3445], [0.2643, -0.0941, 0.0927], [0.3918, 0.3647, 0.7110], [0.0298, -0.1121, 0.4161], [-0.4050, -0.1263, -0.3738], [-0.5226, 1.4766, 0.1995], [0.7350, 0.6664, 0.5797], [0.0694, 0.1407, -0.2634], [0.4315, 0.7207, 0.3157], [-0.4742, -0.2990, -0.3625], [-0.1611, 0.0068, 0.0538], [0.1466, 0.0675, 0.1275], [-0.1991, 0.1351, 0.1782], [0.2391, -0.1128, 0.5406], [0.0275, 0.3366, 0.5424], [0.2353, 0.0083, 0.2005], [0.0722, 0.4752, 0.4354], [-0.6801, 0.0071, -0.3136], [-0.0049, -0.2549, 0.0810], [0.3101, -2.2048, -0.9495], [0.0230, 0.0337, -0.0762], [0.1135, 0.1829, 0.5641], [-0.1563, 0.1772, 0.2604], [0.1900, 0.1466, -0.1677], [0.0282, -0.1071, -0.1893], [0.0356, -0.3071, 0.0221], [0.9605, 0.0833, 0.4457], [-0.3756, -0.0953, 0.1243], [0.2065, 0.5557, -0.0983], [-0.0972, 0.0814, 0.0221], [0.0597, -0.4422, -0.1435], [0.0441, -0.3480, 0.0602], [-0.2426, 0.1945, -0.2309], [-0.5836, -0.2940, -1.3218], [-0.0797, -0.5253, -0.5755], [0.1253, -0.2751, 0.3640], [-0.4614, -0.3220, -0.9827], [0.0364, 0.4194, -0.0602], [0.2804, 0.1501, -0.0763], [-0.4815, -0.3559, -0.1799]]
}